1.
Entry from the Open Molecules 2025 dataset: a molecular structure, C28H20BrCrN5O5S (the ωB97M-V functional and the def2-TZVPD basis).

Each line ends with the Mulliken charge.
CARTESIAN COORDINATES (ANGSTROEM)
Br1 -1.243 5.441 0.958  -0.190
Cr1 0.557 0.245 -0.263  -0.161
S1 2.505 -1.450 -0.672  0.355
O1 -1.138 0.164 -1.193  -0.925
O2 1.480 1.544 -1.637  -0.482
O3 4.023 -1.465 -1.376  -0.392
O4 2.561 -0.403 0.399  -0.562
O5 -4.908 -2.701 6.308  -0.436
N1 -0.018 1.522 1.112  0.303
N2 -0.141 -1.333 0.663  0.153
N3 -4.022 -4.254 0.207  -0.322
N4 1.631 -0.694 -1.798  -0.261
N5 -4.079 -4.902 1.314  -0.833
C1 -0.367 2.222 3.378  -0.961
C2 -0.005 1.284 2.434  0.093
C3 -0.153 -3.298 2.031  -1.513
C4 -4.334 -5.101 3.671  -0.148
C5 -4.640 -2.933 2.647  -0.624
C6 -4.758 -3.164 5.038  0.961
C7 3.554 0.667 -2.411  0.923
C8 -0.753 3.736 1.608  -0.448
C9 -2.880 -1.412 -1.715  -0.897
C10 -3.547 -2.554 -1.354  -0.617
C11 -1.776 -0.952 -0.969  1.661
C12 5.744 -0.329 -2.545  -0.632
C13 -0.387 2.754 0.714  -0.068
C14 -4.359 -4.307 2.506  -0.029
C15 -3.192 -3.308 -0.201  -0.072
C16 4.032 1.809 -3.050  -0.481
C17 6.201 0.802 -3.197  -0.350
C18 -0.761 3.489 2.972  -0.074
C19 -4.518 -4.536 4.907  -0.584
C20 0.400 -2.094 1.620  -0.172
C21 -4.834 -2.372 3.895  -0.411
C22 -1.337 -3.741 1.464  -0.557
C23 2.162 0.559 -1.971  0.588
C24 5.353 1.878 -3.443  -0.694
C25 -1.950 -2.971 0.474  0.254
C26 4.423 -0.391 -2.127  0.197
C27 -5.134 -1.318 6.478  -0.807
C28 -1.299 -1.779 0.078  0.427
H1 -1.770 -4.682 1.771  0.682
H2 -6.091 -1.011 6.047  0.330
H3 3.337 2.620 -3.222  0.472
H4 -1.061 4.250 3.677  0.470
H5 0.343 -3.878 2.797  0.411
H6 -4.415 -2.882 -1.910  0.422
H7 5.722 2.763 -3.942  0.405
H8 1.318 -1.725 2.061  0.803
H9 6.397 -1.163 -2.327  0.461
H10 -4.334 -0.726 6.023  0.316
H11 0.316 0.297 2.732  0.337
H12 -5.149 -1.145 7.551  0.236
H13 -5.045 -1.313 3.962  0.374
H14 -4.703 -2.315 1.762  0.418
H15 -4.146 -6.161 3.566  0.446
H16 -0.346 1.966 4.428  0.433
H17 7.239 0.854 -3.496  0.379
H18 -0.378 2.933 -0.353  0.555
H19 -3.197 -0.832 -2.572  0.433
H20 -4.485 -5.137 5.807  0.408

Results
Energy above the lowest of the compared OMol25 structures with the same formula, charge and spin (kJ/mol): 225.2
Spin multiplicity: 5
Orbital gap (spin up / spin down) (eV): 5.97 / 5.46
Maximum force (eV/Å): 1.77
LUMO energy (spin up / spin down) (hartree): -0.005 / -0.021

***

2.
Entry from the Open Molecules 2025 dataset: a molecular structure, C28H20Cl3NO5PPtS (the ωB97M-V functional and the def2-TZVPD basis).

Each line ends with the Mulliken charge.
CARTESIAN COORDINATES (ANGSTROEM)
Pt1 0.927 -1.299 -0.186  2.427
Cl1 2.979 -2.175 -5.169  -0.161
Cl2 0.147 -2.719 -5.168  -0.166
Cl3 1.089 -0.008 -5.475  -0.141
S1 3.178 -1.062 0.019  -0.550
P1 -0.737 0.330 -0.302  0.361
O1 1.390 -2.476 -2.488  -0.900
O2 1.030 -0.820 4.161  -0.764
O3 -0.330 -3.811 -0.906  -0.550
O4 0.687 -1.402 2.035  -0.707
O5 1.306 -0.223 -2.689  -0.498
N1 -0.847 -2.609 -0.540  0.091
C1 -2.229 -0.157 0.617  0.719
C2 1.459 -1.098 3.031  0.371
C3 -2.832 1.340 -4.275  -0.569
C4 -1.713 -0.222 -2.843  -0.424
C5 0.848 4.057 0.249  -0.763
C6 -3.094 0.822 1.083  -0.293
C7 -4.624 -0.828 1.882  -0.754
C8 -3.767 -1.821 1.433  -0.855
C9 -2.341 0.060 -4.047  -0.732
C10 3.726 -1.130 1.676  1.011
C11 0.377 2.899 -0.354  -0.434
C12 -2.088 2.041 -2.108  -0.268
C13 0.213 3.210 2.406  -0.853
C14 0.750 4.218 1.625  -0.508
C15 5.805 -1.198 2.963  -0.494
C16 -1.811 -2.677 0.278  -1.140
C17 1.400 -1.536 -4.674  0.743
C18 -0.213 1.906 0.427  0.207
C19 -2.581 -1.501 0.777  0.889
C20 3.698 -1.127 4.078  -0.630
C21 5.135 -1.169 1.758  -0.944
C22 -4.291 0.506 1.696  -0.804
C23 5.073 -1.174 4.146  -0.540
C24 -2.730 2.329 -3.309  -0.803
C25 2.987 -1.126 2.870  0.185
C26 -1.553 0.775 -1.877  0.811
C27 1.361 -1.375 -3.125  -0.074
C28 -0.263 2.052 1.813  -0.509
H1 1.149 5.114 2.084  0.386
H2 -2.402 -0.714 -4.798  0.407
H3 -4.963 1.285 2.032  0.432
H4 -3.122 3.315 -3.506  0.426
H5 -0.623 1.233 2.436  0.372
H6 -4.004 -2.873 1.572  0.399
H7 -3.298 1.555 -5.225  0.376
H8 1.325 4.802 -0.365  0.425
H9 -2.116 -3.659 0.627  0.288
H10 6.892 -1.257 2.969  0.336
H11 0.478 2.762 -1.419  0.577
H12 5.558 -1.203 5.120  0.346
H13 3.101 -1.127 4.975  0.436
H14 5.683 -1.193 0.822  0.402
H15 -5.557 -1.095 2.362  0.379
H16 0.172 3.302 3.484  0.424
H17 0.343 -3.527 -1.569  0.491
H18 -2.003 2.825 -1.352  0.373
H19 -1.299 -1.210 -2.684  0.416
H20 -2.835 1.862 0.946  0.321

Results
Energy above the lowest of the compared OMol25 structures with the same formula, charge and spin (kJ/mol): 0.0
Spin multiplicity: 3
Orbital gap (spin up / spin down) (eV): 6.26 / 6.49
Maximum force (eV/Å): 1.24
Total charge: -1
LUMO energy (spin up / spin down) (hartree): 0.083 / 0.067

***

3.
Entry from the Open Molecules 2025 dataset: a molecular structure, C28H20CuF12N6O16S4 (the ωB97M-V functional and the def2-TZVPD basis).

Each line ends with the Mulliken charge.
CARTESIAN COORDINATES (ANGSTROEM)
Cu1 -0.361 1.439 0.132  2.637
S1 -3.437 -0.256 0.402  0.448
S2 -3.385 1.962 -0.821  0.075
S3 -0.082 4.205 1.528  0.401
S4 0.466 4.714 -0.927  0.604
F1 -4.240 2.575 1.718  -0.202
F2 -3.192 4.164 0.713  -0.213
F3 1.539 2.991 3.108  -0.168
F4 -2.769 -0.189 3.041  -0.238
F5 -3.613 -2.090 2.427  -0.234
F6 2.677 4.088 1.610  -0.210
F7 2.238 3.177 -2.404  -0.217
F8 -5.158 3.810 0.015  -0.204
F9 0.231 3.270 -3.224  -0.213
F10 1.779 5.066 3.339  -0.237
F11 1.533 4.996 -3.205  -0.208
F12 -1.549 -1.579 1.793  -0.180
O1 -0.926 3.260 2.202  -0.517
O2 -0.351 -3.797 0.128  -0.670
O3 1.508 5.594 -0.457  -0.597
O4 -4.489 1.384 -1.590  -0.503
O5 -3.320 -1.251 -0.668  -0.497
O6 -0.745 5.387 -1.408  -0.614
O7 -2.490 2.816 -1.597  -0.507
O8 -0.507 5.588 1.606  -0.571
O9 -0.747 -2.014 -0.964  -0.480
O10 1.589 0.139 0.446  -0.165
O11 1.486 -0.448 3.236  -0.603
O12 0.131 0.722 -1.981  -0.507
O13 3.209 1.411 0.031  -0.584
O14 -1.629 0.116 -3.053  -0.578
O15 -4.771 0.146 0.851  -0.553
O16 -0.097 0.737 2.429  0.124
N1 -0.743 -3.190 -0.846  1.212
N2 0.451 0.152 3.372  0.872
N3 0.198 3.469 -0.041  0.344
N4 -0.456 0.262 -3.012  1.097
N5 2.813 0.332 0.495  0.818
N6 -2.372 0.957 0.175  0.142
C1 0.333 -0.030 -4.254  0.362
C2 -0.185 0.279 4.719  0.499
C3 1.772 -0.661 -6.605  -0.581
C4 -1.449 0.533 7.173  -0.389
C5 -2.781 -1.094 2.041  0.586
C6 -1.720 -6.221 -2.988  -0.505
C7 5.910 -1.431 1.769  -0.528
C8 -0.272 -0.809 -5.278  -0.361
C9 3.722 -0.679 1.096  0.077
C10 -1.150 -5.472 -1.908  -0.499
C11 1.162 3.938 -2.549  0.521
C12 1.613 4.083 2.448  0.674
C13 5.287 -2.668 2.103  -0.397
C14 -2.244 -5.532 -4.078  -0.372
C15 -1.745 -3.404 -3.075  0.399
C16 -1.575 1.561 6.253  -1.028
C17 -2.224 -4.149 -4.186  -0.850
C18 -1.229 -4.013 -1.951  -0.376
C19 -4.072 3.196 0.506  0.675
C20 0.513 -1.186 -6.391  -0.760
C21 1.604 0.516 -4.442  -0.559
C22 -0.092 -0.800 5.643  -0.789
C23 -0.766 -0.613 6.866  -0.567
C24 -0.932 1.408 5.025  0.011
C25 2.315 0.191 -5.597  -0.549
C26 3.983 -3.015 1.808  -0.881
C27 3.207 -1.933 1.435  -0.090
C28 5.065 -0.450 1.264  -0.464
H1 -2.776 -3.712 -5.004  0.407
H2 -1.261 -1.179 -5.049  0.575
H3 -2.553 -6.109 -4.937  0.360
H4 0.398 -1.755 5.516  0.474
H5 2.092 1.169 -3.734  0.414
H6 -2.139 2.438 6.535  0.439
H7 -0.866 -1.388 7.612  0.360
H8 6.957 -1.195 1.892  0.422
H9 2.155 -2.133 1.292  0.488
H10 5.582 0.409 0.862  0.424
H11 3.313 0.598 -5.680  0.404
H12 5.942 -3.466 2.422  0.359
H13 2.395 -0.877 -7.460  0.414
H14 -1.846 -2.330 -3.040  0.423
H15 -0.034 -1.697 -7.170  0.379
H16 -0.774 -6.003 -1.046  0.456
H17 3.574 -3.997 1.996  0.456
H18 -1.677 -7.299 -2.932  0.401
H19 -1.969 0.609 8.116  0.391
H20 -0.979 2.262 4.366  0.396

Results
Energy above the lowest of the compared OMol25 structures with the same formula, charge and spin (kJ/mol): 333.7
Spin multiplicity: 2
Orbital gap (spin up / spin down) (eV): 8.64 / 6.15
Maximum force (eV/Å): 6.27
LUMO energy (spin up / spin down) (hartree): -0.052 / -0.141

***

What is the energy above the lowest of the compared OMol25 structures with the same formula, charge and spin in the third record? 333.7 kJ/mol

***

Look up the spin multiplicity of the first one. 5

***

What did the second record say?
Entry from the Open Molecules 2025 dataset: a molecular structure, C28H20Cl3NO5PPtS (the ωB97M-V functional and the def2-TZVPD basis).

Each line ends with the Mulliken charge.
CARTESIAN COORDINATES (ANGSTROEM)
Pt1 0.927 -1.299 -0.186  2.427
Cl1 2.979 -2.175 -5.169  -0.161
Cl2 0.147 -2.719 -5.168  -0.166
Cl3 1.089 -0.008 -5.475  -0.141
S1 3.178 -1.062 0.019  -0.550
P1 -0.737 0.330 -0.302  0.361
O1 1.390 -2.476 -2.488  -0.900
O2 1.030 -0.820 4.161  -0.764
O3 -0.330 -3.811 -0.906  -0.550
O4 0.687 -1.402 2.035  -0.707
O5 1.306 -0.223 -2.689  -0.498
N1 -0.847 -2.609 -0.540  0.091
C1 -2.229 -0.157 0.617  0.719
C2 1.459 -1.098 3.031  0.371
C3 -2.832 1.340 -4.275  -0.569
C4 -1.713 -0.222 -2.843  -0.424
C5 0.848 4.057 0.249  -0.763
C6 -3.094 0.822 1.083  -0.293
C7 -4.624 -0.828 1.882  -0.754
C8 -3.767 -1.821 1.433  -0.855
C9 -2.341 0.060 -4.047  -0.732
C10 3.726 -1.130 1.676  1.011
C11 0.377 2.899 -0.354  -0.434
C12 -2.088 2.041 -2.108  -0.268
C13 0.213 3.210 2.406  -0.853
C14 0.750 4.218 1.625  -0.508
C15 5.805 -1.198 2.963  -0.494
C16 -1.811 -2.677 0.278  -1.140
C17 1.400 -1.536 -4.674  0.743
C18 -0.213 1.906 0.427  0.207
C19 -2.581 -1.501 0.777  0.889
C20 3.698 -1.127 4.078  -0.630
C21 5.135 -1.169 1.758  -0.944
C22 -4.291 0.506 1.696  -0.804
C23 5.073 -1.174 4.146  -0.540
C24 -2.730 2.329 -3.309  -0.803
C25 2.987 -1.126 2.870  0.185
C26 -1.553 0.775 -1.877  0.811
C27 1.361 -1.375 -3.125  -0.074
C28 -0.263 2.052 1.813  -0.509
H1 1.149 5.114 2.084  0.386
H2 -2.402 -0.714 -4.798  0.407
H3 -4.963 1.285 2.032  0.432
H4 -3.122 3.315 -3.506  0.426
H5 -0.623 1.233 2.436  0.372
H6 -4.004 -2.873 1.572  0.399
H7 -3.298 1.555 -5.225  0.376
H8 1.325 4.802 -0.365  0.425
H9 -2.116 -3.659 0.627  0.288
H10 6.892 -1.257 2.969  0.336
H11 0.478 2.762 -1.419  0.577
H12 5.558 -1.203 5.120  0.346
H13 3.101 -1.127 4.975  0.436
H14 5.683 -1.193 0.822  0.402
H15 -5.557 -1.095 2.362  0.379
H16 0.172 3.302 3.484  0.424
H17 0.343 -3.527 -1.569  0.491
H18 -2.003 2.825 -1.352  0.373
H19 -1.299 -1.210 -2.684  0.416
H20 -2.835 1.862 0.946  0.321

Results
Energy above the lowest of the compared OMol25 structures with the same formula, charge and spin (kJ/mol): 0.0
Spin multiplicity: 3
Orbital gap (spin up / spin down) (eV): 6.26 / 6.49
Maximum force (eV/Å): 1.24
Total charge: -1
LUMO energy (spin up / spin down) (hartree): 0.083 / 0.067

***

What is the formula in the second record? C28H20Cl3NO5PPtS